w.
{"formula": "C4H11N2", "method": "wB97M-V/def2-TZVPD", "symbols": ["C", "C", "C", "C", "N", "N", "H", "H", "H", "H", "H", "H", "H", "H", "H", "H", "H"], "positions_angstrom": [[-2.49399, 1.25511, 1.11527], [-1.17520, 0.58102, 1.08191], [-0.06498, 1.05992, 0.33408], [1.23650, 0.60730, 0.33182], [2.33095, 1.25477, -0.35738], [0.15842, -3.89557, -1.82866], [-3.35989, 0.60306, 0.77338], [-2.46331, 2.12152, 0.37603], [-0.96132, -0.26631, 1.63917], [1.00500, -4.14415, -1.40506], [-0.22211, 1.91848, -0.28856], [1.50551, -0.24494, 0.95893], [2.16906, 1.29629, -1.31244], [2.64032, 2.14175, 0.02328], [0.20390, -3.01836, -2.31154], [-2.71307, 1.67893, 2.09882], [-0.24362, -4.62080, -2.42828]], "orbital_gap_ev": 5.26, "lumo_energy_ev": -7.038, "multiplicity": 1, "charge": 1}

x.
{"formula": "C4H11N2", "method": "wB97M-V/def2-TZVPD", "symbols": ["C", "C", "C", "C", "N", "N", "H", "H", "H", "H", "H", "H", "H", "H", "H", "H", "H"], "positions_angstrom": [[0.65043, -0.57505, 1.26796], [0.41904, 0.88824, 1.57865], [0.64038, 0.39054, 0.09582], [1.89963, 0.75122, -0.69416], [-0.52907, 0.37805, -0.51437], [-2.72743, -1.55626, -1.20322], [-0.11690, -1.31855, 1.08185], [1.47567, -0.97154, 1.83776], [-0.46043, 1.25138, 2.06052], [1.35558, 1.32329, 1.90591], [1.80789, 1.81588, -0.99979], [1.93827, 0.18168, -1.62218], [-2.33654, -0.65236, -1.04253], [-0.74245, 1.22350, -1.08833], [-2.96964, -2.16252, -0.44814], [-3.10749, -1.66464, -2.12470], [2.80309, 0.69716, -0.09106]], "orbital_gap_ev": 4.83, "lumo_energy_ev": -8.042, "multiplicity": 1, "charge": 1}

y.
{"formula": "C4H11N2", "method": "wB97M-V/def2-TZVPD", "symbols": ["C", "C", "C", "C", "N", "N", "H", "H", "H", "H", "H", "H", "H", "H", "H", "H", "H"], "positions_angstrom": [[1.86618, 0.70919, 0.60282], [0.70838, 1.68731, 0.40152], [-0.49920, 1.36981, 1.26768], [-1.81183, 1.44592, 0.67523], [-2.89767, 1.18812, 1.36828], [-0.33078, 1.06080, 2.49365], [1.63184, -0.28901, 0.23627], [2.02870, 0.62779, 1.66906], [2.75903, 1.02771, 0.07902], [0.40526, 1.76383, -0.64676], [1.01520, 2.68689, 0.70994], [-1.91267, 1.69028, -0.38245], [-3.01013, 0.22423, 1.70374], [2.37988, -8.58256, -7.18428], [-3.75395, 1.61894, 1.02165], [-1.21325, 1.04246, 3.01437], [2.63500, -9.27173, -7.02973]], "orbital_gap_ev": 8.14, "lumo_energy_ev": -7.336, "multiplicity": 1, "charge": 1}

Which one sits at the bottom of the stability order? x does.

w.
{"formula": "C4H11N2", "method": "wB97M-V/def2-TZVPD", "symbols": ["C", "N", "H", "H", "H", "H", "C", "C", "C", "N", "H", "H", "H", "H", "H", "H", "H"], "positions_angstrom": [[-1.43534, -0.91858, -1.48245], [0.00538, -1.23103, -1.49244], [-1.81535, -1.95916, -1.35179], [-1.50180, -0.47596, -2.51822], [-0.01228, -0.86538, -2.43767], [-0.09068, -1.08177, -0.25744], [2.17829, 1.14950, 0.52573], [1.05059, 0.15108, 0.75454], [-0.24755, 0.51009, 0.56145], [-1.49426, 0.32797, 1.30479], [1.76936, 2.08194, 0.12352], [2.81035, 1.37181, 1.39530], [2.83749, 0.77092, -0.26931], [1.25898, -0.81915, 1.18428], [-0.45556, 1.27152, -0.17771], [-1.98596, 1.14304, 1.51022], [-1.66839, -0.46884, 1.95677]], "orbital_gap_ev": 6.66, "lumo_energy_ev": -6.444, "multiplicity": 1, "charge": 1}

x.
{"formula": "C4H11N2", "method": "wB97M-V/def2-TZVPD", "symbols": ["C", "C", "C", "N", "C", "N", "H", "H", "H", "H", "H", "H", "H", "H", "H", "H", "H"], "positions_angstrom": [[1.39922, -1.91972, -0.10549], [1.35402, -0.51313, 0.48237], [0.06975, 0.19143, 0.20852], [-1.02775, -0.05712, 1.20439], [-0.15721, 1.04919, -0.78704], [-1.37361, 1.55231, -1.16533], [1.42035, -1.85642, -1.19358], [0.48202, -2.48859, 0.09298], [2.23363, -2.52175, 0.23520], [1.60074, -0.55434, 1.54231], [2.16184, 0.11825, 0.11814], [-1.14077, -1.04796, 1.41776], [-0.82086, 0.46693, 2.05587], [-1.89796, 0.26789, 0.78182], [0.69522, 1.44337, -1.32548], [-2.21481, 0.99269, -1.13403], [-1.43657, 2.37177, -1.74329]], "orbital_gap_ev": 9.40, "lumo_energy_ev": -3.622, "multiplicity": 1, "charge": 1}

Which one sits at the bottom of the stability order? w does.

w.
{"formula": "C4H11N2", "method": "wB97M-V/def2-TZVPD", "symbols": ["C", "N", "H", "H", "H", "H", "C", "C", "C", "N", "H", "H", "H", "H", "H", "H", "H"], "positions_angstrom": [[-0.62175, 2.13566, -1.01825], [0.19295, 2.30938, -0.05339], [-0.92174, 1.11474, -1.23234], [-0.93720, 2.93874, -1.67894], [0.38540, 3.27473, 0.21058], [0.91756, 1.54613, 0.21798], [-1.28494, -2.17206, -0.05624], [-0.37459, -1.18083, 0.59767], [0.79954, -0.83472, 0.09335], [1.66048, 0.14459, 0.70700], [-1.13339, -2.20744, -1.13152], [-1.18000, -3.16561, 0.37814], [-2.32876, -1.90091, 0.12481], [-0.69447, -0.69528, 1.51730], [1.21898, -1.34280, -0.76604], [2.61477, 0.03960, 0.37924], [1.68717, -0.00394, 1.71065]], "orbital_gap_ev": 7.88, "lumo_energy_ev": -4.990, "multiplicity": 1, "charge": 1}

x.
{"formula": "C4H11N2", "method": "wB97M-V/def2-TZVPD", "symbols": ["C", "C", "C", "C", "N", "N", "H", "H", "H", "H", "H", "H", "H", "H", "H", "H", "H"], "positions_angstrom": [[0.81074, 0.95054, 0.83206], [-0.22977, 0.27203, -0.76615], [-2.77620, -0.28940, 0.01311], [1.84825, -1.04982, -0.27876], [0.22637, 1.53077, -0.35370], [0.62925, -0.40908, 0.23348], [1.85953, 1.22023, 0.99314], [0.24529, 1.07468, 1.76270], [-0.21674, -0.03041, -1.79918], [-3.27764, 0.17829, -0.80497], [-2.74170, 0.22405, 0.95101], [-2.64482, -1.34827, -0.01184], [1.58824, -1.99046, -0.76419], [2.32670, -0.39050, -1.00318], [2.54195, -1.25041, 0.53814], [-0.31910, 2.37854, -0.37303], [0.12965, -1.07077, 0.83135]], "orbital_gap_ev": [8.46, 8.92], "lumo_energy_ev": [-3.983, -3.543], "multiplicity": 1, "charge": 1}

y.
{"formula": "C4H11N2", "method": "wB97M-V/def2-TZVPD", "symbols": ["C", "C", "C", "C", "N", "N", "H", "H", "H", "H", "H", "H", "H", "H", "H", "H", "H"], "positions_angstrom": [[0.21549, -0.18798, -1.52700], [-0.38384, 1.05170, -0.82909], [0.01875, 1.15496, 0.63992], [-0.16008, -0.05518, 1.57545], [0.68810, -1.15861, 1.25439], [-0.49725, -1.30255, -1.04644], [1.31805, -0.19854, -1.40906], [0.04438, -0.11382, -2.62010], [0.11918, 1.85364, -1.36262], [-1.44554, 1.05441, -0.98766], [1.07834, 1.42336, 0.72351], [-0.51898, 2.01534, 1.00950], [0.01202, 0.27228, 2.60408], [-1.23502, -0.30904, 1.53732], [-0.46530, -2.09607, -1.71004], [0.58971, -1.45290, 0.24368], [0.62200, -1.95099, 1.90415]], "orbital_gap_ev": 6.10, "lumo_energy_ev": -8.566, "multiplicity": 1, "charge": 1}

Which one sits at the bottom of the stability order? y does.